# 1
A cluster of 3 separate species, C15H38BrIN2O6P2 in total in a non-equilibrium geometry, computed with the ωB97M-V functional and the def2-TZVPD basis.

CARTESIAN COORDINATES (ANGSTROEM)
1 C -3.91603 -0.46797 -1.94076
2 C -2.30525 -0.58197 -2.34462
3 O -1.74045 0.76915 -2.48455
4 C -0.24926 0.73839 -2.44792
5 P 0.23720 0.59207 -0.60352
6 I 1.46248 -1.57293 -0.44604
7 P 1.61033 2.15872 0.03885
8 O 0.72809 3.24944 1.12876
9 Br 2.25516 3.45149 -1.76814
10 H -4.58607 -0.42498 -2.90556
11 H -4.07911 0.51921 -1.31028
12 H -4.17796 -1.43523 -1.30765
13 H -1.81399 -1.23692 -1.49957
14 H -2.24086 -1.23687 -3.33632
15 H 0.11284 -0.24013 -3.02756
16 H 0.22531 1.64780 -3.01616
17 H -0.16873 2.81995 1.35974
18 C -1.46523 -7.71295 -5.40960
19 O -1.02267 -7.42235 -4.08749
20 C 0.37147 -7.68515 -3.88291
21 C 1.16550 -6.37446 -3.75147
22 N 1.24786 -5.66903 -5.03801
23 C 1.71966 -4.28535 -4.92980
24 C 0.89559 -3.30761 -4.06535
25 O -0.38597 -2.97992 -4.60822
26 C -1.39658 -3.94695 -4.35632
27 H -2.55773 -7.70499 -5.40898
28 H -1.12368 -6.95019 -6.10988
29 H -1.12564 -8.70064 -5.73513
30 H 0.79080 -8.33660 -4.65767
31 H 0.44377 -8.22217 -2.92863
32 H 2.18014 -6.59890 -3.40034
33 H 0.66855 -5.76499 -2.99454
34 H 0.32903 -5.65744 -5.46758
35 H 1.74642 -3.88838 -5.95060
36 H 2.75574 -4.29366 -4.56958
37 H 1.44999 -2.36198 -4.03584
38 H 0.80746 -3.62980 -3.02279
39 H -1.27975 -4.43311 -3.38390
40 H -1.41061 -4.68402 -5.15977
41 H -2.36583 -3.43836 -4.37187
42 C 0.49221 7.94109 4.89783
43 O -0.18262 6.82179 4.33210
44 C 0.65757 6.01065 3.50103
45 C 0.97286 4.66748 4.18084
46 N 1.87942 4.84737 5.32337
47 C 1.98197 3.67214 6.19354
48 C 0.69208 3.15950 6.86861
49 O 0.16545 4.03371 7.87007
50 C -0.60999 5.11104 7.36215
51 H -0.26104 8.61348 5.31511
52 H 1.15033 7.62842 5.70897
53 H 1.06280 8.48659 4.14041
54 H 1.57041 6.53355 3.19480
55 H 0.07838 5.80273 2.59241
56 H 1.44262 3.99434 3.45326
57 H 0.02378 4.22686 4.49143
58 H 1.55415 5.62824 5.88315
59 H 2.69172 3.93617 6.98529
60 H 2.43739 2.85180 5.62527
61 H 0.95373 2.23505 7.39716
62 H -0.08334 2.87775 6.14901
63 H -1.17686 4.83588 6.46854
64 H 0.03410 5.96846 7.16470
65 H -1.31910 5.41573 8.13848

Summary:
E_HOMO = -8.5 eV
2S+1 = 1
structure (SMILES) = CCOCP(I)#P(O)Br.COCCNCCOC.COCCNCCOC
frontier orbital gap = 7.3 eV
total charge = 0


# 2
A structure of composition C15H38CrN5O8 in a non-equilibrium geometry, computed with the ωB97M-V functional and the def2-TZVPD basis.

CARTESIAN COORDINATES (ANGSTROEM)
1 Cr -0.71085 -0.74275 0.86206
2 O -1.82475 0.65302 1.98605
3 H -1.64540 1.54399 1.62754
4 O -2.01824 -1.47063 -0.37722
5 H -2.71582 -2.07770 -0.69243
6 O 0.11383 0.56514 -0.31334
7 H 0.57730 1.10264 -0.98476
8 C 1.77967 -2.93365 0.12600
9 O 0.83236 -2.10586 0.13965
10 N 1.83288 -4.07609 0.79224
11 C 0.67496 -4.75331 1.41745
12 C 2.97987 -4.89188 0.59075
13 H 2.80081 -2.71916 -0.22542
14 H 0.12303 -5.39253 0.72834
15 H 0.03629 -4.01884 1.90812
16 H 0.98505 -5.46637 2.18131
17 H 3.08987 -5.45498 1.51753
18 H 2.89568 -5.50626 -0.30566
19 H 3.89800 -4.33815 0.39449
20 C -1.62681 -0.66413 -3.96108
21 O -2.33199 -0.05518 -4.72283
22 N -0.36103 -0.93581 -4.22568
23 C 0.48318 -1.46806 -3.16271
24 C 0.37072 -0.43511 -5.35078
25 H -1.93199 -1.02278 -2.96588
26 H -0.06756 -1.61036 -2.23290
27 H 1.22163 -0.70464 -2.91783
28 H 1.02885 -2.40621 -3.26371
29 H 0.40898 -1.34258 -5.95339
30 H -0.06525 0.35548 -5.96151
31 H 1.35680 -0.03015 -5.12327
32 C 1.70283 -0.16877 3.10972
33 O 0.95039 -0.31835 2.13238
34 N 2.02875 -1.16603 4.02175
35 C 2.82189 -0.85443 5.15678
36 C 1.42316 -2.47284 4.01452
37 H 2.13544 0.83066 3.27149
38 H 2.20241 -1.13430 6.00885
39 H 3.02728 0.21298 5.23772
40 H 3.67620 -1.53132 5.16604
41 H 1.04999 -2.72636 3.02227
42 H 2.06206 -3.23979 4.45235
43 H 0.56604 -2.54610 4.68391
44 C 2.09995 5.67334 -0.67345
45 O 3.33217 5.71906 -0.46763
46 N 1.30984 4.61236 -0.34187
47 C -0.14486 4.59907 -0.69356
48 C 1.85502 3.43389 0.30659
49 H 1.44258 6.46852 -1.05785
50 H -0.68079 4.51420 0.25178
51 H -0.33449 3.81011 -1.42136
52 H -0.47481 5.50545 -1.20122
53 H 2.85855 3.63195 0.68318
54 H 1.32672 3.05255 1.18042
55 H 1.87505 2.66629 -0.46704
56 C -4.91600 1.47250 0.62347
57 O -4.33752 1.18032 1.65484
58 N -4.30351 1.98922 -0.45877
59 C -4.89945 1.89303 -1.81824
60 C -2.94469 2.51841 -0.44314
61 H -5.93481 1.15223 0.35580
62 H -4.62446 2.79370 -2.36714
63 H -5.98082 1.80873 -1.71034
64 H -4.73052 0.97624 -2.38310
65 H -2.80804 3.31794 -1.17127
66 H -2.62893 2.95884 0.50260
67 H -2.19266 1.76954 -0.69159

Summary:
E_HOMO (spin up / spin down) = -11.0 / -11.0 eV
2S+1 = 5
frontier orbital gap (spin up / spin down) = 6.7 / 4.5 eV
total charge = +1


# 3
A structure of composition C15H38GaNO6PS, computed with the ωB97M-V functional and the def2-TZVPD basis.

CARTESIAN COORDINATES (ANGSTROEM)
1 C 7.21494 2.77900 1.37086
2 C 6.15792 1.78191 0.90481
3 O 6.80472 0.61405 0.41628
4 C 6.31780 0.16380 -0.83604
5 C 4.87772 -0.35656 -0.78242
6 C 4.76442 -1.68802 -0.00814
7 C 3.46256 -1.83369 0.78672
8 C 2.17923 -1.55688 -0.03571
9 Ga 1.07254 0.04821 0.38348
10 C -0.86131 -0.22156 -0.15152
11 O -1.15253 0.40532 -1.41657
12 O -0.25871 -0.21618 -2.38379
13 P 1.14845 0.67911 2.67590
14 O 0.43989 1.94444 3.07430
15 S 1.74163 1.97605 -0.80753
16 C 0.34414 3.07915 -0.93016
17 O 2.73084 2.71142 -0.00941
18 O 2.08195 1.66115 -2.20391
19 H 7.69243 2.45957 2.30914
20 H 6.75370 3.76168 1.54191
21 H 7.99523 2.88356 0.60546
22 H 5.48800 1.50392 1.74116
23 H 5.51253 2.22318 0.12951
24 H 7.00426 -0.64358 -1.13365
25 H 6.40449 0.97073 -1.58322
26 H 4.50735 -0.45543 -1.81191
27 H 4.23879 0.40958 -0.31909
28 H 5.62455 -1.74488 0.68164
29 H 4.85478 -2.54430 -0.69702
30 H 3.53192 -1.18633 1.67481
31 H 3.42230 -2.86607 1.17758
32 H 2.40745 -1.58012 -1.11331
33 H 1.45443 -2.37733 0.11753
34 H -1.60033 0.21114 0.53972
35 H -1.06158 -1.30857 -0.23586
36 H 0.34018 0.50550 -2.61289
37 H 0.64742 -0.44826 3.39364
38 H 2.46931 0.58924 3.18758
39 H 0.78807 4.05992 -1.14420
40 H -0.17842 3.09365 0.03544
41 H -0.32233 2.75527 -1.73414
42 C -6.35870 -0.42470 2.12507
43 C -5.33482 -0.61881 1.01769
44 N -5.65601 -1.72561 0.13082
45 C -4.55057 -2.09732 -0.74031
46 C -4.07878 -1.08374 -1.78636
47 C -6.96736 -1.67431 -0.48854
48 C -7.31683 -0.43824 -1.33116
49 H -6.49656 -1.34932 2.68798
50 H -6.01303 0.35018 2.81030
51 H -7.33006 -0.11077 1.73990
52 H -4.36549 -0.85333 1.46494
53 H -5.19740 0.33766 0.48886
54 H -4.82513 -3.03373 -1.23591
55 H -3.70538 -2.33307 -0.08698
56 H -4.76267 -1.01194 -2.63318
57 H -3.10198 -1.37864 -2.17137
58 H -3.95087 -0.08910 -1.36004
59 H -7.71722 -1.77366 0.30048
60 H -7.06118 -2.57372 -1.10343
61 H -7.01433 0.48228 -0.82948
62 H -8.39685 -0.38894 -1.48658
63 H -6.83952 -0.45393 -2.30968

Summary:
E_HOMO = -5.4 eV
2S+1 = 1
frontier orbital gap = 8.1 eV
total charge = -1


# 4
A structure of composition C15H38Li2N2O3 in a non-equilibrium geometry, computed with the ωB97M-V functional and the def2-TZVPD basis.

CARTESIAN COORDINATES (ANGSTROEM)
1 Li 1.31432 0.81903 0.88515
2 Li -0.50835 -0.93041 0.58717
3 O -0.04124 0.69659 -0.38594
4 H -0.25534 1.10881 -1.22704
5 O 0.94157 -0.78213 1.80554
6 H 1.36784 -1.43848 2.36141
7 C -1.72334 -4.47330 2.11073
8 C -1.02044 -3.29238 1.40519
9 N -1.92325 -2.43345 0.61202
10 C -3.05415 -1.90638 1.37101
11 C -3.56245 -0.60596 0.75397
12 C -2.29618 -3.04010 -0.66818
13 C -1.10815 -3.16472 -1.63293
14 H -2.51826 -4.07906 2.74428
15 H -1.02303 -4.98787 2.76497
16 H -2.17350 -5.13415 1.36934
17 H -0.66125 -2.64432 2.20814
18 H -0.16640 -3.63886 0.83139
19 H -3.83261 -2.65325 1.52801
20 H -2.63471 -1.52477 2.30829
21 H -4.09578 -0.79936 -0.17975
22 H -4.22075 -0.12199 1.47874
23 H -2.79272 0.13088 0.51340
24 H -2.96115 -2.32199 -1.14969
25 H -2.79530 -4.01355 -0.58075
26 H -0.33331 -3.84962 -1.30243
27 H -0.72877 -2.17882 -1.90012
28 H -1.54532 -3.57849 -2.54888
29 C 1.18610 3.29597 2.03554
30 C 2.35238 3.29709 1.05623
31 N 3.07668 2.01620 1.00716
32 C 3.73051 1.67162 2.25847
33 C 4.86314 2.58396 2.77817
34 C 4.03553 1.94011 -0.10382
35 C 3.43450 2.14881 -1.48216
36 H 0.77001 4.30460 2.07296
37 H 1.48068 3.01537 3.04288
38 H 0.37081 2.66716 1.66776
39 H 1.95020 3.52647 0.07199
40 H 3.06761 4.09670 1.30738
41 H 3.01210 1.58053 3.07899
42 H 4.09647 0.64230 2.21863
43 H 4.64984 3.64642 2.81555
44 H 5.12463 2.19440 3.76345
45 H 5.75486 2.38970 2.17627
46 H 4.47152 0.93712 -0.05595
47 H 4.87626 2.63106 0.06998
48 H 4.15006 1.94399 -2.27078
49 H 3.02748 3.15732 -1.60586
50 H 2.51238 1.56120 -1.57215
51 C -3.12832 0.64780 -5.26932
52 C -2.37157 1.05046 -4.04170
53 O -1.78553 2.10450 -3.98418
54 C -2.53992 0.17560 -2.82782
55 H -3.01423 -0.40650 -5.53294
56 H -2.91777 1.28495 -6.12296
57 H -4.20097 0.72120 -5.04680
58 H -1.65866 0.31667 -2.20560
59 H -2.63364 -0.87571 -3.08988
60 H -3.39112 0.57103 -2.27255

Summary:
E_HOMO = -8.4 eV
2S+1 = 1
frontier orbital gap = 8.9 eV
energy relative to the best compared isomer or geometry (same formula, charge and spin) = 81.8 kJ/mol
total charge = 0